1.
Molecular formula: C12H26Ca2N10O10
Method: DFT, the ωB97M-V functional and the def2-TZVPD basis

```
60
Properties=species:S:1:pos:R:3:forces:R:3:lowdin_charge:R:1
Ca 5.681862 -22.510898 -27.042767 -0.2 -0.3 -1.2 1.65
Ca 4.017111 -26.334375 -24.210216 0.9 -1.3 -1.6 1.63
C 5.103959 -25.151341 -26.650673 2.2 0.1 0.2 -0.92
O 5.434346 -26.285307 -26.182579 -1.4 -0.3 0.3 -0.16
O 5.412786 -24.732040 -27.815224 -0.3 -0.2 -0.3 -0.16
O 4.664022 -24.253249 -25.818547 -1.4 0.5 1.3 -0.27
C 1.747331 -26.621193 -26.676989 0.1 -1.7 -1.1 -0.59
O 2.416574 -26.950115 -25.673259 -0.1 1.3 0.3 -0.15
N 1.122328 -27.598841 -27.395106 0.3 1.4 0.6 0.20
N 1.684345 -25.399264 -27.252248 0.5 0.4 1.2 0.20
H 1.225762 -28.538854 -27.054732 -0.4 -0.1 0.0 0.12
H 0.303950 -27.252279 -27.865751 -0.2 -0.9 -0.3 0.12
H 1.980354 -24.590562 -26.728251 0.1 -0.1 -0.1 0.11
H 1.209357 -25.232445 -28.116625 -0.2 -0.2 -0.1 0.11
C 6.426287 -22.099589 -23.867297 0.8 -1.1 0.9 -0.60
O 6.438906 -21.752659 -25.067727 -0.1 0.0 0.4 -0.16
N 7.551572 -22.181607 -23.107377 -0.8 0.7 -1.6 0.21
N 5.292142 -22.560279 -23.266837 -0.1 0.3 -0.9 0.17
H 8.368030 -21.764120 -23.528804 0.2 0.0 0.5 0.13
H 7.486215 -22.384920 -22.130712 0.3 0.1 0.2 0.12
H 5.339063 -22.971066 -22.354746 -0.1 0.0 0.2 0.11
H 4.629251 -22.914037 -23.942058 -0.2 0.1 0.3 0.08
C 4.380316 -29.565278 -25.080718 0.2 0.8 -0.1 -0.63
O 4.573840 -28.697371 -24.178578 -0.2 0.6 -0.2 -0.15
N 4.617238 -29.264682 -26.374249 -0.1 0.5 -0.1 0.20
N 3.918111 -30.788037 -24.783565 0.5 1.3 -0.7 0.20
H 4.966717 -28.342571 -26.596577 0.0 0.0 0.2 0.06
H 4.531747 -29.856485 -27.183260 0.0 -0.5 0.3 0.12
H 3.566709 -31.259225 -25.597936 -0.1 -1.1 0.7 0.12
H 3.866573 -30.990500 -23.801050 -0.5 -0.7 -0.2 0.13
C 3.749396 -22.327734 -29.804888 0.0 0.3 -0.6 -0.64
O 4.768388 -21.919389 -29.215325 0.0 -0.2 1.2 -0.11
N 3.258885 -23.580447 -29.657145 -0.2 -0.7 0.6 0.18
N 3.085603 -21.535930 -30.665653 0.1 -0.5 0.5 0.20
H 3.729285 -24.263045 -29.079168 0.5 0.3 0.0 0.07
H 2.329250 -23.850378 -29.918390 -0.1 0.4 -0.4 0.10
H 3.359055 -20.571753 -30.726766 0.0 0.0 -0.3 0.13
H 2.450599 -21.970981 -31.308972 -0.1 0.4 -0.2 0.12
C 7.096171 -28.305032 -28.734381 1.1 -1.8 -0.9 -0.69
O 7.685181 -29.242215 -29.261402 -0.6 0.6 0.3 0.04
N 7.519463 -27.753974 -27.564743 -0.7 1.0 0.8 0.16
N 5.958469 -27.763157 -29.259125 -1.3 1.0 0.3 0.16
H 8.158930 -28.299774 -27.015882 0.2 -0.1 -0.2 0.11
H 6.845759 -27.193004 -27.038140 0.5 -0.3 -0.3 0.04
H 5.534010 -28.035251 -30.124687 0.7 -0.5 -0.2 0.10
H 5.588863 -26.894736 -28.907800 0.3 0.1 0.2 0.05
C 7.972567 -23.028044 -31.695945 -0.2 -0.6 -0.5 0.00
C 7.495406 -22.826269 -32.976623 0.0 0.2 -0.3 0.00
C 6.447103 -23.590665 -33.474770 -0.3 0.0 -0.3 -0.33
C 5.692472 -24.363681 -32.616940 0.1 -0.2 0.9 -0.02
C 6.111276 -24.512409 -31.289369 0.1 0.2 -0.4 -0.05
C 7.313825 -23.955906 -30.889143 0.7 0.2 0.5 -0.31
O 7.924242 -24.321993 -29.692991 -0.9 0.6 0.0 0.02
O 6.166248 -23.552003 -34.818104 0.1 0.2 0.2 0.05
H 8.924175 -22.582015 -31.443965 -0.1 0.1 0.5 0.12
H 7.945497 -22.085995 -33.625604 0.2 -0.2 -0.1 0.13
H 4.812831 -24.901507 -32.949262 0.0 0.1 -0.2 0.12
H 5.513165 -25.062650 -30.577273 0.1 -0.3 0.0 0.08
H 7.214260 -24.680779 -29.143137 0.2 -0.4 0.1 0.05
H 5.825232 -24.418242 -35.063836 -0.1 0.1 -0.2 0.11
```
Positions in Å, forces in eV/Å.

Results
Kohn-Sham gap   5.145 eV
Net charge   +2
Max |F|   2.281 eV/Å
HOMO energy   -11.701 eV
LUMO level   -0.241 Eh

---

2.
Molecular formula: C12H26CrN4O7
Method: DFT, the ωB97M-V functional and the def2-TZVPD basis

```
50
Properties=species:S:1:pos:R:3:forces:R:3:lowdin_charge:R:1
O 1.975821 -2.236976 -0.959423 -1.2 -0.6 0.2 -0.31
H 2.068105 -3.126494 -0.508203 -0.5 1.6 -0.8 0.04
Cr 0.597466 -0.790279 -0.123484 0.7 0.2 -3.6 0.84
N -1.056546 -0.576911 1.001330 -1.6 0.2 0.8 -0.12
N -0.698214 -1.802885 -1.265535 -0.6 -1.3 -0.3 -0.13
N 0.882107 1.159100 0.361985 1.5 1.5 -2.0 -0.11
N 1.321342 -0.050588 -1.843315 1.7 3.2 0.4 -0.12
O -1.359532 0.266742 1.954839 0.1 -1.7 -1.1 -0.02
O 0.378041 1.845173 1.406382 0.0 -0.3 0.3 -0.04
O 1.217559 -0.548383 -3.048115 -0.3 -0.9 -0.3 0.04
O -0.645008 -2.135638 -2.482190 -0.1 0.1 1.5 0.05
C -1.790888 -2.189857 -0.566028 -0.6 0.3 0.2 -0.18
C -2.010315 -1.475040 0.651707 0.0 0.5 -0.1 -0.19
C 1.674732 1.803943 -0.504128 -1.8 -0.4 2.7 -0.20
C 1.965812 1.102985 -1.732582 -0.7 -2.0 -0.8 -0.21
C -3.266008 -1.460182 1.448610 -0.4 -0.7 0.0 0.01
H -3.850804 -0.546991 1.260315 0.3 -0.2 0.0 0.11
H -3.051123 -1.505020 2.523654 0.0 0.1 -0.3 0.11
H -3.889660 -2.316004 1.187231 0.0 0.1 0.1 0.08
C -2.760832 -3.126014 -1.206603 -0.2 0.0 0.4 0.02
H -2.227258 -4.013267 -1.563534 -0.1 0.2 -0.1 0.11
H -3.250377 -2.642002 -2.062159 0.2 -0.1 0.1 0.11
H -3.524361 -3.430903 -0.485437 0.2 0.0 -0.3 0.08
C 2.036217 3.227938 -0.287737 0.2 0.3 0.1 0.02
C 2.732671 1.717784 -2.860149 -0.2 0.0 0.1 0.02
H 1.694206 3.595258 0.683869 0.0 -0.2 -0.3 0.09
H 1.600142 3.855054 -1.072774 0.0 -0.1 0.0 0.11
H 3.119053 3.360787 -0.348226 0.0 0.0 0.0 0.10
H 2.890099 0.959867 -3.625727 0.0 0.2 0.0 0.09
H 3.701454 2.097097 -2.509426 -0.3 -0.1 -0.1 0.10
H 2.161130 2.551966 -3.290217 0.2 -0.1 0.0 0.11
H -0.403514 1.202600 1.778619 0.9 0.8 -0.2 0.03
H 0.474244 -1.249067 -2.935092 0.9 0.2 -0.5 0.06
C 1.700454 -1.510456 1.126945 2.9 -2.4 4.3 -0.16
H 0.917441 -1.739777 1.940356 0.9 -0.1 -1.0 0.07
H 2.171471 -0.546600 1.485356 0.0 -0.9 -0.5 0.07
H 2.514558 -2.373959 1.019778 -1.9 2.4 1.0 0.11
O 1.786433 -1.219462 4.718034 0.5 1.4 -0.6 -0.08
H 2.552729 -0.593499 4.600255 -1.1 -1.0 0.3 0.07
H 1.006804 -0.671226 4.492287 0.6 -0.4 0.3 0.03
C -2.638494 2.153899 -1.062985 0.2 0.3 0.3 0.01
C -2.023859 1.375040 -2.191301 0.3 -0.4 -0.2 -0.42
C -2.569677 1.644295 -3.566394 -0.1 -0.1 -0.3 0.00
O -1.132311 0.543157 -2.032915 -1.1 1.1 0.2 0.03
H -3.129200 3.060255 -1.439929 0.1 -0.3 0.2 0.09
H -1.871660 2.433000 -0.331619 -0.1 -0.1 0.0 0.08
H -3.395425 1.538499 -0.551246 0.2 0.1 -0.2 0.10
H -1.774057 2.071475 -4.192498 -0.2 -0.2 0.1 0.10
H -2.884138 0.693454 -4.017005 0.2 0.2 0.0 0.10
H -3.418062 2.334896 -3.551266 0.2 -0.2 0.0 0.08
```
Positions in Å, forces in eV/Å.

Results
Kohn-Sham gap (spin up / spin down)   6.826 / 6.108 eV
Net charge   +1
Max |F|   5.721 eV/Å
HOMO energy (spin up / spin down)   -11.928 / -11.982 eV
LUMO level (spin up / spin down)   -0.187 / -0.216 Eh
2S+1   4
⟨S²⟩   3.9640